# 1
{"formula": "C6H9N", "method": "wB97M-V/def2-TZVPD", "symbols": ["C", "C", "C", "C", "N", "C", "C", "H", "H", "H", "H", "H", "H", "H", "H", "H"], "coordinates": [[-0.12810, -0.77652, -2.87981], [-0.71455, -0.05165, -1.75976], [-0.92703, 0.58983, -0.76371], [-0.66917, 1.28131, 0.49822], [-0.46609, 0.32369, 1.58867], [0.79374, 0.46016, 2.29933], [0.56947, -0.66978, 1.36639], [0.65661, -0.14402, -3.30920], [-0.83646, -1.04921, -3.66429], [0.34873, -1.68436, -2.49320], [0.24555, 1.86743, 0.30185], [-1.45272, 1.98814, 0.78028], [0.75740, 0.32153, 3.37668], [1.47387, 1.24440, 1.96097], [1.09559, -0.65635, 0.41133], [0.34372, -1.66490, 1.74359]], "forces_ev_per_a": [[0.0, -0.1, -0.1], [0.0, 0.3, 0.4], [0.3, -0.3, -0.5], [0.0, 0.2, -0.1], [-0.1, 0.1, 0.0], [0.2, 0.1, 0.2], [0.1, -0.2, -0.1], [-0.1, -0.2, -0.1], [0.0, 0.0, 0.1], [-0.1, 0.1, -0.2], [-0.1, 0.0, 0.2], [0.0, -0.1, 0.0], [0.0, 0.0, -0.2], [-0.1, -0.1, 0.1], [-0.1, 0.1, 0.2], [0.0, 0.2, 0.0]], "largest_force_ev_per_a": 0.7, "orbital_gap_ha": 0.3703, "homo_ev": -9.052, "total_energy_ev": -7854.685, "relative_energy_kcal_mol": 80.1}

# 2
{"formula": "C13H29B3N3O9P", "method": "wB97M-V/def2-TZVPD", "symbols": ["C", "C", "P", "C", "B", "O", "B", "O", "B", "C", "C", "N", "N", "N", "O", "H", "H", "H", "H", "H", "H", "H", "H", "H", "H", "H", "H", "H", "H", "H", "H", "H", "C", "C", "C", "O", "C", "O", "O", "H", "H", "H", "H", "H", "H", "C", "C", "C", "O", "C", "O", "O", "H", "H", "H", "H", "H", "H"], "coordinates": [[-1.48860, -3.31774, -0.57926], [-1.06348, -1.84974, -0.74770], [0.64941, -1.70687, -1.41542], [0.93178, 0.10789, -1.23557], [0.25940, -1.85563, -3.30668], [-1.02745, -1.74804, -3.80988], [-1.25117, -1.78550, -5.16881], [-0.17283, -1.82216, -6.01437], [0.95943, -2.44276, -5.50972], [1.76975, -3.47594, -6.35862], [1.72609, -4.85327, -5.66711], [0.31415, -5.11158, -5.34562], [2.46303, -4.89871, -4.41426], [2.32787, -5.84253, -6.57642], [1.27653, -2.15837, -4.18981], [-0.68253, -4.00595, -0.83912], [-1.75823, -3.53454, 0.45153], [-2.34579, -3.55616, -1.20502], [-1.75556, -1.34017, -1.41753], [-1.07283, -1.32797, 0.20769], [1.89148, 0.39038, -1.66333], [0.14304, 0.71908, -1.67371], [0.96697, 0.30184, -0.16272], [-2.36286, -1.80102, -5.59010], [2.80490, -3.21027, -6.57788], [1.25454, -3.56949, -7.31591], [0.23505, -5.60535, -4.46406], [-0.14622, -5.66790, -6.05320], [1.90993, -4.55334, -3.64140], [3.29359, -4.32245, -4.46398], [1.62346, -6.47100, -6.94309], [2.95024, -6.41916, -6.02103], [0.04807, 1.64297, 5.50296], [0.90268, 0.76844, 4.61465], [1.44078, 1.43538, 3.36482], [1.57846, 0.33226, 2.46226], [0.67892, -0.61575, 2.83027], [0.40941, -1.57164, 2.17824], [0.13610, -0.30806, 4.02564], [0.12940, 1.35049, 6.54768], [0.34941, 2.68782, 5.42200], [-0.99805, 1.56928, 5.21345], [1.72130, 0.29837, 5.16593], [2.40191, 1.92472, 3.49435], [0.71346, 2.13844, 2.94908], [-0.63401, 7.70792, 4.68791], [-1.61404, 6.57935, 4.45822], [-3.00904, 6.78991, 5.01272], [-3.44163, 5.44853, 5.26336], [-2.34316, 4.69262, 5.48967], [-2.35473, 3.58030, 5.90450], [-1.22304, 5.38755, 5.17592], [0.10894, 7.76572, 3.89564], [-1.15908, 8.66316, 4.72787], [-0.11560, 7.55809, 5.63410], [-1.67065, 6.30291, 3.40220], [-3.69697, 7.27465, 4.32627], [-2.98194, 7.33098, 5.96241]], "forces_ev_per_a": [[0.0, 0.0, 0.1], [-0.1, 0.0, -0.1], [0.1, -0.3, 0.1], [-0.1, 0.1, 0.0], [0.0, 0.3, -0.1], [-0.1, -0.2, 0.1], [0.1, 0.2, 0.1], [-0.3, -0.6, -0.3], [0.2, 0.4, 0.1], [-0.1, 0.1, -0.1], [0.0, 0.1, -0.2], [0.0, 0.1, 0.4], [0.1, -0.2, 0.0], [0.1, -0.2, 0.2], [0.0, -0.2, 0.1], [0.0, 0.0, 0.0], [0.0, 0.0, 0.1], [0.0, 0.0, -0.1], [0.0, 0.1, 0.0], [0.0, 0.0, 0.0], [0.0, 0.0, 0.0], [0.0, 0.0, -0.1], [0.1, 0.0, 0.0], [0.0, 0.2, 0.0], [0.0, 0.0, 0.1], [0.1, -0.1, -0.1], [0.1, -0.2, -0.1], [0.0, 0.1, -0.1], [0.0, 0.2, -0.1], [0.0, 0.0, 0.0], [0.0, 0.1, -0.1], [0.0, 0.0, 0.0], [0.0, -0.2, 0.0], [0.1, 0.1, 0.0], [-0.1, 0.0, 0.0], [0.0, 0.0, 0.0], [0.0, 0.0, 0.0], [0.0, 0.0, 0.0], [0.1, -0.1, 0.1], [-0.1, 0.0, 0.0], [0.0, 0.0, 0.0], [0.0, 0.1, -0.1], [0.0, 0.0, 0.0], [0.0, -0.1, 0.0], [0.0, 0.0, 0.0], [0.0, 0.0, 0.0], [-0.1, 0.0, 0.0], [0.1, 0.0, 0.1], [0.0, 0.0, 0.1], [0.0, 0.0, 0.0], [-0.1, 0.0, 0.0], [0.0, 0.0, -0.1], [0.0, 0.0, 0.0], [0.0, 0.0, 0.0], [-0.1, 0.0, 0.0], [0.0, 0.1, 0.0], [0.0, -0.1, 0.0], [0.0, 0.0, 0.0]], "largest_force_ev_per_a": 0.7, "orbital_gap_ha": 0.3084, "homo_ev": -7.979, "total_energy_ev": -48175.292, "relative_energy_kcal_mol": 0.0}